Record 1
This record from the Open Molecules 2025 dataset describes 5 unconnected molecules or ions with the total composition C35H72FN11O8P. The level of theory is ωB97M-V/def2-TZVPD.

The HOMO-LUMO gap comes out at 7.3 eV. The HOMO energy comes out at -10.45 eV. The calculated total energy is -82231.2433 eV. As for the charge: +1.

Atoms and positions in Å:
C (-0.38, 5.03, -0.01)
C (-1.87, 4.63, -0.12)
C (-2.03, 3.14, -0.49)
C (-2.41, 2.89, -1.97)
C (-1.22, 2.65, -2.92)
C (-0.26, 1.50, -2.54)
C (-0.88, 0.39, -1.68)
N (-0.32, -0.96, -1.96)
C (-0.72, -1.57, -3.23)
C (-2.21, -2.00, -3.18)
C (-2.49, -3.31, -3.95)
C (0.41, -1.54, -1.10)
N (0.91, -2.88, -1.24)
C (0.66, -3.44, 0.11)
O (-0.70, -3.95, -0.01)
C (-0.89, -4.68, -1.07)
N (-0.95, -5.45, -1.92)
C (1.67, -4.58, 0.28)
F (2.96, -4.06, 0.32)
C (1.44, -5.58, 1.40)
C (0.29, -6.57, 1.15)
C (0.58, -2.15, 1.12)
N (-0.84, -1.97, 1.42)
C (-1.33, -2.08, 2.61)
C (-1.99, -0.91, 3.30)
C (-1.41, -3.39, 3.38)
P (1.73, -1.95, 2.56)
N (1.49, -0.56, 3.23)
O (3.28, -2.04, 2.12)
O (1.48, -3.10, 3.67)
N (0.84, -1.07, 0.14)
N (1.97, -0.26, 0.25)
C (3.12, -0.67, -0.58)
C (1.66, 1.12, 0.27)
C (2.61, 2.11, -0.41)
O (0.69, 1.54, 0.86)
H (0.25, 4.18, 0.25)
H (-0.02, 5.43, -0.96)
H (-0.23, 5.76, 0.79)
H (-2.29, 4.77, 0.88)
H (-2.42, 5.29, -0.79)
H (-1.09, 2.64, -0.29)
H (-2.78, 2.65, 0.14)
H (-2.91, 3.80, -2.33)
H (-3.11, 2.06, -2.08)
H (-0.61, 3.55, -3.05)
H (-1.63, 2.43, -3.91)
H (0.14, 1.04, -3.45)
H (0.59, 1.91, -1.99)
H (-0.79, 0.57, -0.62)
H (-1.95, 0.30, -1.87)
H (-0.13, -2.46, -3.45)
H (-0.64, -0.84, -4.03)
H (-2.53, -2.14, -2.14)
H (-2.84, -1.21, -3.59)
H (-3.04, -4.02, -3.32)
H (-1.59, -3.82, -4.29)
H (-3.13, -3.14, -4.82)
H (1.88, -2.90, -1.54)
H (1.64, -5.16, -0.64)
H (2.36, -6.17, 1.47)
H (1.29, -5.13, 2.38)
H (0.26, -6.94, 0.12)
H (0.31, -7.38, 1.88)
H (-0.66, -6.06, 1.32)
H (-1.85, -0.95, 4.38)
H (-3.08, -1.02, 3.13)
H (-1.71, 0.04, 2.84)
H (-1.36, -3.13, 4.44)
H (-2.38, -3.85, 3.17)
H (-0.58, -4.03, 3.09)
H (0.76, -0.08, 2.70)
H (3.80, -1.77, 2.89)
H (2.08, -2.95, 4.41)
H (4.02, -0.16, -0.25)
H (3.03, -0.45, -1.65)
H (3.31, -1.73, -0.38)
H (2.31, 3.11, -0.12)
H (2.56, 2.04, -1.49)
H (3.64, 1.97, -0.07)
C (-5.42, -3.81, 2.48)
O (-6.05, -2.99, 3.11)
N (-5.90, -4.99, 2.05)
C (-5.10, -5.93, 1.29)
C (-7.29, -5.33, 2.35)
H (-4.36, -3.65, 2.19)
H (-5.55, -6.11, 0.31)
H (-5.03, -6.88, 1.83)
H (-4.09, -5.53, 1.15)
H (-7.95, -4.58, 1.92)
H (-7.44, -5.34, 3.43)
H (-7.53, -6.30, 1.93)
C (1.33, 2.76, 6.81)
O (1.25, 3.71, 7.56)
N (0.97, 1.50, 7.13)
C (1.09, 0.41, 6.19)
C (0.45, 1.24, 8.46)
H (1.71, 2.85, 5.78)
H (0.10, -0.03, 6.01)
H (1.75, -0.36, 6.59)
H (1.49, 0.76, 5.24)
H (-0.45, 1.84, 8.63)
H (1.19, 1.52, 9.21)
H (0.20, 0.19, 8.56)
C (0.53, 5.80, -5.11)
O (0.34, 4.60, -5.22)
N (-0.44, 6.71, -4.93)
C (-0.16, 8.13, -4.81)
C (-1.82, 6.26, -4.87)
H (1.54, 6.24, -5.15)
H (-0.51, 8.49, -3.84)
H (-0.66, 8.68, -5.61)
H (0.91, 8.30, -4.88)
H (-1.94, 5.56, -4.04)
H (-2.09, 5.74, -5.79)
H (-2.48, 7.11, -4.72)
C (5.92, 1.35, -2.73)
O (5.35, 1.04, -1.69)
N (6.12, 2.60, -3.15)
C (6.81, 2.90, -4.40)
C (5.63, 3.71, -2.34)
H (6.33, 0.59, -3.42)
H (7.69, 3.50, -4.19)
H (6.14, 3.46, -5.06)
H (7.11, 1.98, -4.89)
H (6.09, 3.67, -1.35)
H (4.55, 3.63, -2.21)
H (5.87, 4.65, -2.81)

Atomic partial charges in e from the Löwdin method, atoms 1 to 5: C -0.09; C -0.23; C -0.20; C -0.19; C -0.18

***

Record 2
This record from the Open Molecules 2025 dataset describes 2 unconnected molecules or ions with the total composition C3H8N2O4. The level of theory is ωB97M-V/def2-TZVPD.

The HOMO-LUMO gap comes out at 9.3 eV. The HOMO energy comes out at -9.01 eV. The value obtained for the energy above the lowest of the compared OMol25 structures with the same formula, charge and spin is 2.291 eV. The calculated total energy is -14410.0502 eV.

Atoms and positions in Å:
C (-2.00, -0.93, -0.26)
C (-0.33, 0.73, -0.13)
N (0.22, 1.84, -0.76)
O (-0.79, 1.05, 1.11)
N (-0.88, -0.24, -0.84)
H (-0.66, 2.00, 1.25)
H (1.14, 2.05, -0.37)
H (0.34, 1.63, -1.75)
H (-2.91, -0.33, -0.43)
H (-2.13, -1.89, -0.76)
H (-1.89, -1.11, 0.81)
C (1.47, -0.76, 0.29)
O (2.40, -0.37, -0.60)
O (1.75, -0.22, 1.49)
O (0.88, -1.88, 0.18)
H (1.06, -0.56, 2.08)
H (2.33, -1.02, -1.33)

Atomic partial charges in e from the Löwdin method, atoms 1 to 5: C -0.12; C -0.58; N 0.14; O 0.05; N 0.04

***

Record 3
This record from the Open Molecules 2025 dataset describes 4 unconnected molecules or ions with the total composition C4H8Cl8. The level of theory is ωB97M-V/def2-TZVPD.

The HOMO-LUMO gap comes out at 11.3 eV. The HOMO energy comes out at -10.97 eV. The value obtained for the energy above the lowest of the compared OMol25 structures with the same formula, charge and spin is 0.000 eV. The calculated total energy is -104457.2762 eV.

Atoms and positions in Å:
C (-0.62, -2.51, -2.65)
Cl (0.68, -3.69, -2.69)
Cl (-2.21, -3.28, -2.73)
H (-0.55, -1.95, -1.73)
H (-0.54, -1.85, -3.50)
C (-1.07, 3.22, 2.31)
Cl (-2.40, 3.98, 3.20)
Cl (0.41, 3.13, 3.24)
H (-1.38, 2.21, 2.04)
H (-0.92, 3.81, 1.42)
C (1.46, 1.30, -1.39)
Cl (2.09, -0.31, -1.78)
Cl (-0.02, 1.24, -0.43)
H (2.22, 1.83, -0.83)
H (1.28, 1.82, -2.32)
C (0.43, -1.85, 1.48)
Cl (-1.28, -2.13, 1.13)
Cl (0.65, -0.90, 2.96)
H (0.94, -2.79, 1.60)
H (0.86, -1.29, 0.65)

Atomic partial charges in e from the Löwdin method, atoms 1 to 5: C -1.07; Cl 0.50; Cl 0.51; H -0.04; H 0.02

***

Record 4
This record from the Open Molecules 2025 dataset describes 2 unconnected molecules or ions with the total composition C4H5N. The level of theory is ωB97M-V/def2-TZVPD.

The HOMO-LUMO gap comes out at 8.2 eV. The HOMO energy comes out at -8.08 eV. The value obtained for the energy above the lowest of the compared OMol25 structures with the same formula, charge and spin is 6.229 eV. The calculated total energy is -5712.6173 eV.

Atoms and positions in Å:
C (0.80, -1.36, 1.76)
C (0.55, -1.85, 0.61)
C (-0.71, 0.78, -0.61)
C (0.43, 0.92, -1.29)
N (-1.75, 1.44, -0.38)
H (0.37, -1.17, 2.82)
H (0.29, 1.26, -2.38)
H (1.33, -2.13, -0.06)
H (1.25, 0.76, -0.68)
H (-2.55, 1.35, 0.20)

Atomic partial charges in e from the Löwdin method, atoms 1 to 5: C 0.00; C -0.05; C -0.25; C -0.05; N 0.13